Here is 16 unconnected molecules or ions with the total composition H32O16 in a non-equilibrium geometry from OMol25. Energies are from the ωB97M-V functional and the def2-TZVPD basis.

The calculation puts the energy relative to the best compared isomer or geometry (same formula, charge and spin) at 130.1 kcal per mole.

Atoms and positions in Å:
O (2.266, -0.327, -1.349)
O (-3.009, 0.595, 1.732)
O (-0.237, -4.018, -0.166)
O (-0.755, 0.085, -0.018)
O (1.621, -2.421, -2.852)
O (1.321, -1.791, 0.912)
O (-2.071, -1.994, 1.379)
O (-0.962, 2.085, 2.464)
O (3.530, -0.230, 1.615)
O (0.996, 4.272, 0.457)
O (0.132, 0.977, -3.316)
O (0.204, -0.443, 2.986)
O (-0.935, -1.311, -2.245)
O (-3.514, 0.455, -1.391)
O (1.407, 1.491, 1.110)
O (-1.951, 2.721, -0.575)
H (-0.027, 0.423, 2.654)
H (-1.806, -1.700, -2.265)
H (0.235, -3.208, 0.004)
H (0.945, 3.381, 0.646)
H (0.067, 0.590, 0.177)
H (1.727, -1.141, 0.311)
H (-1.309, -1.708, 0.888)
H (1.281, 4.800, 1.173)
H (-1.448, 2.450, 3.191)
H (2.035, -2.297, 1.281)
H (-0.401, -1.995, -2.685)
H (-0.492, -0.525, -0.722)
H (-4.302, 0.035, -1.701)
H (-3.051, -0.273, -1.001)
H (-2.209, 1.069, 1.931)
H (2.288, 0.618, -1.372)
H (0.458, -1.017, 2.252)
H (-1.785, -2.601, 2.096)
H (1.419, -2.009, -3.699)
H (0.427, -4.479, -0.720)
H (-0.300, 0.251, -2.854)
H (2.039, 1.869, 0.451)
H (1.551, 2.041, 1.861)
H (1.063, 0.745, -3.440)
H (-1.180, 2.667, 1.760)
H (-2.798, 2.515, -1.012)
H (1.775, -1.660, -2.251)
H (-1.680, 1.812, -0.324)
H (3.194, -0.580, -1.269)
H (2.761, 0.215, 1.412)
H (-2.671, -0.326, 1.548)
H (4.151, -0.108, 0.936)

These are the Mulliken partial charges, in e, on atoms 1 to 8:
1. O -0.705
2. O -0.728
3. O -0.621
4. O 0.555
5. O -0.718
6. O -0.556
7. O -0.675
8. O -0.647